Model a:
{"formula": "H12O6", "method": "the ωB97M-V functional and the def2-TZVPD basis", "spin_multiplicity": 1, "total_charge": 0, "smiles": "O.O.O.O.O.O", "species": ["O", "O", "O", "O", "O", "O", "H", "H", "H", "H", "H", "H", "H", "H", "H", "H", "H", "H"], "xyz": [[-45.2863, -1.6084, 17.1818], [-41.8624, -3.0921, 18.9405], [-43.6412, -0.0377, 13.7787], [-42.5179, -2.5706, 16.2825], [-42.6507, -4.6329, 14.4695], [-40.4355, -1.1708, 15.5310], [-43.1503, -1.9469, 16.2314], [-45.4227, -2.3967, 17.6895], [-45.2954, -1.0137, 17.9148], [-41.2655, -1.6532, 15.9309], [-42.2227, -4.0832, 19.2353], [-42.2609, -2.3642, 19.6101], [-44.4750, -0.2659, 13.9394], [-43.4239, 0.4266, 14.6500], [-42.4536, -4.0303, 15.1847], [-40.6128, -0.8500, 14.5507], [-42.4291, -2.8353, 17.2069], [-42.3678, -5.4107, 14.8702]]}

***

Model b:
{"formula": "H12O6", "method": "the ωB97M-V functional and the def2-TZVPD basis", "spin_multiplicity": 1, "total_charge": 0, "smiles": "O.O.O.O.O.O", "species": ["O", "O", "O", "O", "O", "O", "H", "H", "H", "H", "H", "H", "H", "H", "H", "H", "H", "H"], "xyz": [[-11.5237, 11.5276, 4.1677], [-13.7375, 8.7026, 2.5448], [-15.0453, 11.2571, 6.5223], [-15.8065, 15.4171, 7.8855], [-19.1479, 8.5268, 5.7757], [-16.6235, 11.7243, 11.3959], [-15.7682, 10.7097, 6.8287], [-15.8118, 15.5870, 8.8275], [-13.8619, 9.1609, 1.7137], [-15.9498, 14.4737, 7.8111], [-13.0449, 9.1928, 2.9878], [-19.8135, 8.7885, 6.4118], [-11.9042, 12.3509, 4.4739], [-14.7344, 10.8219, 5.7284], [-19.5017, 8.8036, 4.9305], [-16.1024, 11.1825, 10.8033], [-10.6364, 11.7603, 3.8944], [-16.2543, 11.5552, 12.2627]]}

***

Model c:
{"formula": "H12O6", "method": "the ωB97M-V functional and the def2-TZVPD basis", "spin_multiplicity": 1, "total_charge": 0, "smiles": "O.O.O.O.O.O", "species": ["O", "O", "O", "O", "O", "O", "H", "H", "H", "H", "H", "H", "H", "H", "H", "H", "H", "H"], "xyz": [[2.0880, -1.1216, 0.0984], [-0.1723, -0.3728, -1.1384], [-2.5953, -0.7568, -0.3478], [-1.1798, 1.6781, 0.8129], [-0.2276, -0.9212, 1.5070], [1.3995, 1.4875, -0.2285], [1.7782, 2.2826, -0.5659], [-0.3794, 0.0454, 1.4540], [-3.0741, -0.4773, -1.1241], [2.7998, -1.7897, 0.2734], [0.6410, -0.9698, -0.9068], [0.2662, 0.5004, -1.4076], [-1.6338, -0.7150, -0.7160], [1.3468, -1.0969, 0.6851], [-0.3812, 1.6804, 0.2279], [-1.8350, 1.0549, 0.4001], [-0.8968, -1.3341, 0.9619], [2.0558, 0.8260, 0.0143]]}

***

The structure with the greatest stability is model c.

***

Model a:
{"formula": "H12O6", "method": "the ωB97M-V functional and the def2-TZVPD basis", "spin_multiplicity": 1, "total_charge": 0, "smiles": "O.O.O.O.O.O", "species": ["O", "O", "O", "O", "O", "O", "H", "H", "H", "H", "H", "H", "H", "H", "H", "H", "H", "H"], "xyz": [[1.8776, -0.8025, 0.6994], [1.9186, 0.8210, -1.5155], [-0.9917, -0.0265, 2.7035], [-0.7149, -0.1664, -0.8367], [-2.0492, 1.7310, 1.0605], [0.2788, -2.4819, -1.7736], [2.8305, 0.6162, -1.7640], [-1.2008, 0.6663, 2.0005], [-0.3729, -1.8537, -1.4491], [-1.2424, -0.8911, 2.2980], [-2.9619, 1.6556, 0.7943], [1.0857, -1.2201, 0.3656], [2.1487, -0.2472, -0.0402], [0.6617, -2.9618, -1.0090], [-1.8193, 2.6371, 1.2571], [-1.2813, 0.4198, -0.2742], [1.8577, 1.7608, -1.3526], [-0.0249, 0.3434, -1.1641]]}

***

Model b:
{"formula": "H12O6", "method": "the ωB97M-V functional and the def2-TZVPD basis", "spin_multiplicity": 1, "total_charge": 0, "smiles": "O.O.O.O.O.O", "species": ["O", "O", "O", "O", "O", "O", "H", "H", "H", "H", "H", "H", "H", "H", "H", "H", "H", "H"], "xyz": [[-0.1920, 2.0032, 2.3998], [-2.4030, -1.3358, -1.4262], [-0.3350, -1.2798, 1.6728], [0.0660, 0.8172, -0.1812], [2.7650, 1.8452, -1.6442], [1.0990, -1.6588, -1.4572], [3.0610, 1.4622, -0.8292], [1.8220, 1.9302, -1.4932], [0.2520, -0.9428, 2.3038], [0.0090, 2.9522, 2.4948], [-2.9560, -1.3358, -2.1842], [-0.1090, 1.7512, 1.4878], [-0.1300, -0.0318, 0.3028], [-2.9530, -1.3198, -0.6402], [1.3310, -2.3488, -0.8722], [0.1790, -1.5218, -1.3032], [-0.6100, 0.8522, -0.8562], [-0.8960, -1.8388, 2.2248]]}

***

The structure with the greatest stability is model b.